Entry 1:
ORCA calculation (the ωB97M-V functional and the def2-TZVPD basis) on the molecule H2N3P3 at a distorted geometry.

XYZ file:
```
8
Properties=species:S:1:pos:R:3:forces:R:3
P 0.659710 -1.840914 -0.495872 0.363 0.599 0.276
H -1.501593 -1.646996 0.403735 0.134 -0.542 0.141
H 1.547624 2.343222 1.746083 -1.000 -1.035 -2.006
N 1.285301 1.697998 0.925463 0.295 0.736 1.483
N -0.180199 0.460802 -0.745328 0.345 -1.127 -0.172
N -0.980382 -2.013147 -0.392568 -0.392 1.250 -0.523
P -0.694774 -0.732809 -1.703844 -0.425 -0.336 0.014
P -0.135686 1.731843 0.262331 0.678 0.456 0.786
```
Forces are in eV/Å.

LUMO level (spin up / spin down): -1.1938 / -1.1944 eV
SMILES string: [H]/N=P/N=P1=PN1
Energy: -32367.061 eV
Total charge: 0
Orbital gap (spin up / spin down): 7.326 / 7.325 eV

***

Entry 2:
ORCA calculation (the ωB97M-V functional and the def2-TZVPD basis) on a cluster of 2 separate species, C2H9N2OP3 in total at a distorted geometry.

XYZ file:
```
17
Properties=species:S:1:pos:R:3:forces:R:3
O 0.589072 -1.108480 0.323565 0.526 -0.148 0.771
N -1.053142 -2.661822 -1.637517 -0.771 1.194 -0.514
H -0.399235 0.688070 3.241647 0.745 0.834 0.929
P -1.415553 -1.168050 -0.935084 -0.439 0.318 -0.078
P 2.336084 0.763553 -0.481826 2.770 -1.465 0.647
H 1.914964 2.046560 -0.504017 -0.688 1.311 -0.410
H -1.257419 1.749426 2.113426 -0.041 0.738 -0.164
H -1.069651 1.230273 -1.596443 -0.564 1.615 1.435
P -1.059022 0.182332 -2.423622 0.240 -1.938 -1.554
N 0.615255 0.972525 1.398851 -1.156 -1.726 -0.231
C -0.595449 0.917283 2.213636 0.077 -1.300 0.361
H 1.883080 0.271701 -1.642897 -0.643 -0.204 -1.703
H -0.748759 -2.542657 -2.597386 0.410 -0.593 0.178
H -0.481659 -3.225899 -1.043291 0.253 -0.518 0.031
H 0.933178 1.828656 1.025471 -0.242 1.355 0.639
C 1.004870 0.025488 0.476636 -0.418 0.874 0.975
H -1.196612 0.031040 2.068851 -0.059 -0.348 -1.312
```
Forces are in eV/Å.

LUMO level: 0.3324 eV
Energy: -35111.903 eV
Total charge: 0
Orbital gap: 8.122 eV

***

Entry 3:
ORCA calculation (the ωB97M-V functional and the def2-TZVPD basis) on the molecule C3H6N2O2 at a distorted geometry.

XYZ file:
```
13
Properties=species:S:1:pos:R:3:forces:R:3
O -1.699955 1.003328 -1.547854 4.587 3.233 2.125
H 0.186654 -0.622993 -1.421633 -0.883 0.299 1.123
H 2.209399 -2.187100 0.927309 -1.179 0.415 1.052
O -0.292449 1.191671 0.316411 1.237 2.594 -1.420
H 1.521604 -1.298564 -1.338062 1.233 -0.819 0.630
C -0.305392 -0.017021 1.022361 -3.929 -1.713 -1.919
H -1.391472 -0.495677 0.644775 2.756 0.582 1.805
C 0.785312 -0.919528 0.656242 2.200 -4.214 -1.105
N 1.524159 -1.648089 1.539642 -1.369 2.877 -4.141
H -0.206697 2.772208 -0.922835 -2.091 -3.248 -0.999
N 0.702473 -1.211022 -0.771719 0.570 0.570 0.487
C -0.787858 1.626145 -0.922499 -2.260 -1.263 1.152
H -0.119035 0.148332 2.049904 -0.871 0.687 1.209
```
Forces are in eV/Å.

LUMO level: 0.5969 eV
SMILES string: [H]/N=C(\N)COC=O
Energy: -10280.737 eV
Total charge: 0
Orbital gap: 10.339 eV

***

Entry 4:
ORCA calculation (the ωB97M-V functional and the def2-TZVPD basis) on the ion C4H11N2S with charge +1 at a distorted geometry.

XYZ file:
```
18
Properties=species:S:1:pos:R:3:forces:R:3
H 2.363708 -1.181668 1.308864 0.105 -0.010 0.036
H 0.356464 -1.031416 -0.194720 -0.271 -0.025 -0.033
N -1.578992 -0.253770 0.192243 -0.235 0.100 0.478
H -1.707162 -1.830372 -1.203424 0.071 0.033 0.152
C 2.244380 -0.140948 1.599340 -0.122 -0.029 -0.179
H -1.995026 0.671315 0.365436 0.027 -0.219 0.021
H -1.846357 -0.215485 -1.904004 0.049 0.074 0.133
C 0.415066 1.130877 -0.743311 -1.782 -1.823 1.599
H 2.751735 0.048780 2.540875 -0.023 -0.008 0.046
C -2.121827 -0.836483 -1.053674 -0.352 -0.271 -0.760
C -0.114835 -0.122737 0.182293 2.443 2.010 -0.859
S 0.499690 0.212933 1.883463 -0.574 -0.071 -0.258
H -3.205820 -0.909269 -0.998907 0.036 0.082 0.135
H -0.246306 2.001845 -0.682035 0.166 0.225 -0.137
H 1.882168 1.789087 -1.812134 -0.217 0.213 0.079
H -1.833339 -0.844802 0.997052 -0.010 0.177 -0.131
N 1.511184 0.991585 -1.302823 0.592 -0.408 -0.392
H 2.625270 0.520527 0.825467 0.098 -0.052 0.070
```
Forces are in eV/Å.

LUMO level: -3.4658 eV
SMILES string: [H]/N=C/[C@H]([NH2+]C)SC
Energy: -18134.255 eV
Total charge: +1
Orbital gap: 9.513 eV

***

Entry 5:
ORCA calculation (the ωB97M-V functional and the def2-TZVPD basis) on a structure of composition C20H41N2O2P3PtS at a distorted geometry.

XYZ file:
```
70
Properties=species:S:1:pos:R:3:forces:R:3
H 1.029820 -2.129606 4.451860 0.001 0.201 0.419
H -1.559944 3.294473 1.614564 0.062 0.160 -0.053
H -0.717200 -3.526588 -1.215951 -0.215 -0.309 0.359
H 2.776480 -1.854095 1.975856 0.263 0.270 -0.060
H 2.573440 -0.344352 -3.179916 0.036 0.028 0.424
C 1.333559 -0.808373 6.103196 0.239 0.306 0.459
O 1.837055 2.156589 1.738842 -2.195 -2.212 -3.414
P 2.709533 -0.677279 -0.131634 2.018 -0.478 0.152
H -2.382792 -2.811400 2.319871 -0.177 -0.020 -0.104
C -3.044888 -2.382255 1.566652 0.487 1.070 0.319
C 3.926526 0.533952 -0.742904 -0.503 0.217 -0.157
H -2.362892 -0.128581 -3.107978 0.076 0.056 -0.021
H -1.322017 4.771501 0.640384 0.068 -0.127 -0.053
C 3.208670 -2.236807 -0.931397 -0.610 -0.134 -0.131
H -3.828905 -3.082423 1.269497 0.053 0.031 0.025
C -3.485015 -1.964846 -1.158923 0.458 1.214 -0.512
H 2.410448 -0.979851 6.020375 -0.208 -0.092 0.022
H 0.929365 -1.373345 6.944335 0.091 0.071 -0.059
H 0.060481 3.563823 -2.764589 0.025 0.242 0.080
H -2.592267 2.161078 -2.079995 -0.157 0.202 0.136
H -2.055876 -4.357806 -0.335476 -0.024 0.158 0.062
H 1.182122 0.266191 6.269147 0.062 -0.552 -0.160
H 3.099959 -2.179019 -2.020723 0.252 -0.137 0.426
H -1.077407 0.114887 6.350279 -0.068 0.365 -0.357
H -3.485995 -1.455638 1.948839 -0.163 -0.272 0.121
H 1.224946 -2.424858 -2.829188 -0.088 0.232 -0.033
C 1.522710 -0.285233 -2.919053 -0.676 1.014 -0.054
H 1.181331 3.951376 -1.440624 -0.005 0.135 -0.047
N -0.685777 0.583168 4.318203 0.111 -0.673 -1.168
H -4.000452 -0.998211 -1.062343 -0.163 -0.360 -0.113
Pt 0.432079 0.654826 -0.644552 -0.537 -0.743 0.169
C 0.874886 0.986957 -2.924245 -0.376 -0.828 -1.374
N 0.693066 -1.255336 4.853347 -0.319 0.479 -1.548
C -0.895888 3.799468 0.908955 0.177 -0.618 0.217
C -2.489738 2.759763 -1.174391 0.082 -0.570 -0.021
C -0.747859 0.154169 1.253951 -1.830 0.795 0.548
H -0.308174 4.909454 -1.651648 0.067 -0.104 -0.042
C -0.634254 -1.382246 -2.838724 -0.570 0.066 -0.111
C 0.750099 -1.444922 -2.802277 0.176 -0.543 -0.362
H -0.582989 -3.793191 0.546879 -0.224 -0.148 -0.214
H 1.459089 1.861696 -3.177713 0.008 0.054 0.126
P -2.109396 -1.980618 0.045734 -2.171 -3.212 -0.098
C -1.281568 -3.584309 -0.274099 1.171 0.794 -0.198
H -2.039002 1.436158 5.628212 0.160 -0.084 0.068
C 1.332187 1.590729 0.850165 3.246 2.922 4.114
C -0.011380 -0.509627 3.996062 -0.535 -0.038 0.976
C 0.130234 3.909362 -1.733347 0.031 -0.219 0.037
P -0.763651 2.797001 -0.607486 -1.165 2.227 -0.309
H 3.657842 0.862916 -1.754032 0.291 0.021 0.302
C -1.044808 0.986861 5.678815 -0.222 0.192 0.670
H -1.201435 -2.307257 -2.948836 0.166 0.276 0.187
C -1.287913 -0.149119 -2.959979 -0.217 -0.610 -0.444
H 4.346095 -1.086255 1.558204 -0.159 0.057 -0.029
H -4.164930 -2.785841 -0.901902 0.169 0.118 0.011
H -3.102630 2.317265 -0.385613 -0.031 0.112 -0.059
H -3.117211 -2.066480 -2.188234 -0.309 -0.085 0.384
H -0.342483 1.728300 6.068671 -0.163 -0.087 -0.048
H 2.578881 -3.044876 -0.532674 0.298 0.051 -0.207
H -1.029689 1.913050 -3.493669 0.076 -0.028 0.452
H 4.904052 0.038446 -0.760611 -0.091 0.132 0.027
C 3.257913 -0.946543 1.587073 -0.609 -0.011 0.223
H 3.010124 -0.091189 2.229368 0.188 -0.290 -0.123
O -1.718738 0.771584 1.656621 1.641 -0.462 -0.929
S -0.059719 -1.159514 2.307562 1.007 -0.118 0.604
C -0.553605 1.019967 -3.095561 1.258 0.049 -0.123
H -1.224209 1.005259 3.547358 0.399 -0.282 0.710
H 3.954949 1.400697 -0.072929 0.141 -0.123 -0.174
H 0.081632 3.943845 1.366437 -0.064 0.208 0.034
H 4.260935 -2.415857 -0.671904 -0.212 0.027 0.001
H -2.816012 3.782938 -1.371393 0.007 0.017 0.048
```
Forces are in eV/Å.

LUMO level (spin up / spin down): -12.1238 / -15.2327 eV
Spin multiplicity: 5
Energy: -70384.138 eV
Total charge: +4
Orbital gap (spin up / spin down): 6.679 / 5.817 eV

***

Entry 6:
ORCA calculation (the ωB97M-V functional and the def2-TZVPD basis) on a cluster of 3 separate species, C24H39F6NO11S2 in total at a distorted geometry.

XYZ file:
```
83
Properties=species:S:1:pos:R:3:forces:R:3
H -5.856174 -0.569326 6.555452 -0.147 -0.057 0.105
O 2.198804 0.823947 -2.405131 0.107 -0.440 0.269
H -3.310729 -1.721056 7.669864 -0.051 -0.073 0.143
C 1.112377 4.871191 -7.749813 -0.294 0.239 -0.058
C -1.820436 -2.258523 2.788976 -0.301 -0.086 0.239
H 5.363689 0.931443 -2.944194 -0.050 0.069 0.160
H 4.279540 -4.112176 2.079621 0.046 0.071 0.032
O -2.843666 0.856383 -5.476451 0.039 0.082 -0.007
H 3.622060 0.680317 0.436972 0.043 -0.142 -0.062
O 1.053581 -4.094972 2.313569 0.067 -0.380 -0.266
F -0.404986 3.190969 -5.063549 -0.111 0.003 -0.039
N 4.522732 -0.037757 -1.310728 -0.357 -0.732 -0.587
C 2.225515 -4.019092 1.477349 0.477 -0.197 -0.066
H -0.053283 -0.800985 -3.385006 0.028 -0.010 0.091
H -1.251570 -1.198116 -4.624075 -0.061 -0.023 0.020
H 4.879283 -0.721125 -3.230818 -0.058 -0.002 0.021
H -1.963248 -1.958724 1.744449 0.079 0.081 0.022
H -4.507333 -0.245528 4.809507 -0.192 -0.099 0.031
H 4.558346 1.855226 -0.447248 0.001 -0.027 -0.037
O 0.613615 -1.931052 1.913376 0.191 0.868 -0.506
C -1.101097 -1.048003 -3.555251 0.120 0.118 -0.161
C -1.992776 0.054203 -3.031186 -0.056 -0.279 0.209
C 0.249217 4.099468 -8.721146 0.205 -0.184 -0.114
H 2.968710 -1.446660 1.466402 -0.047 -0.067 0.001
C 0.297243 -3.015310 2.310743 0.057 -0.292 0.381
H -0.234263 3.265345 -8.220428 -0.059 0.026 0.029
H 2.711698 2.608804 -1.538096 0.025 0.003 0.082
H 0.514179 5.287812 -6.942352 0.040 -0.064 0.055
H -3.036555 -1.417611 11.888169 -0.008 0.012 0.006
H -4.549406 -0.541657 12.168312 0.060 0.002 0.023
O -4.778865 -2.102052 5.706626 -0.157 0.092 -0.052
H -0.518153 4.752387 -9.135632 -0.009 0.016 0.016
C -1.705314 2.973057 -5.293707 0.076 0.032 -0.060
H -3.831111 -0.031065 7.618183 0.003 -0.016 0.033
H -3.024168 -1.115887 5.198917 -0.058 0.013 0.086
C -4.060185 -1.249228 4.851536 0.379 0.059 -0.173
O -1.650773 1.333048 -3.616674 -0.052 0.097 -0.094
H 3.374946 1.672471 -3.852886 0.119 0.010 0.096
C -4.009433 -1.840750 3.452623 -0.091 0.258 0.184
C 3.164351 3.707919 -7.741212 -0.127 0.079 -0.023
H -4.965285 -2.318934 3.238575 0.062 -0.077 -0.022
H -4.218186 0.568394 10.163431 0.117 0.026 -0.021
H -1.853582 0.195406 -1.961778 0.065 0.100 -0.027
S 3.072167 -2.283709 -1.671398 0.099 -0.072 -0.304
F 4.567752 3.424056 -5.854899 -0.038 -0.084 -0.089
H 2.003982 -3.464576 0.568844 -0.080 0.103 0.083
H -1.328422 -1.981405 -3.040661 -0.012 0.005 0.019
H 0.842472 3.697915 -9.542901 0.026 0.103 -0.021
H -2.822453 -0.431125 9.769522 0.000 -0.158 -0.013
C 3.853589 1.026376 -0.569860 0.641 0.476 0.438
C 3.433072 -3.437903 2.218128 -0.166 -0.056 -0.106
H -4.577759 -2.074026 11.316686 0.091 -0.038 0.018
C -4.002144 -1.159143 11.456901 -0.168 0.020 -0.087
C -2.142222 1.568975 -4.820219 0.008 -0.128 0.118
O 2.054191 4.000645 -7.085745 0.105 -0.034 0.014
F -1.923548 3.107469 -6.603481 -0.069 0.026 0.204
O -4.669141 -1.144320 9.142297 0.131 -0.131 0.011
H 3.201482 -3.457397 3.286359 -0.007 0.053 -0.018
F 4.981109 2.187633 -7.588196 -0.123 0.061 0.091
S 5.100678 -1.945725 0.475724 -0.251 0.672 0.213
C -4.170425 -1.055242 7.829609 -0.022 0.257 -0.247
O -0.873266 -3.310732 2.852654 -0.462 -0.129 0.147
C 3.241241 0.706320 -3.351896 -0.119 0.133 -0.252
H 2.419149 -5.048282 1.182200 -0.106 -0.036 0.143
H 4.269988 -1.494714 2.641485 0.070 0.007 -0.062
C 4.158948 -1.335437 -0.932186 -0.074 -0.021 0.353
F -2.407134 3.917747 -4.649328 0.049 -0.071 -0.062
C 4.009402 2.748529 -6.875387 0.044 -0.035 0.042
F 3.241466 1.780061 -6.356356 0.167 0.010 -0.107
C -5.282521 -1.451800 6.860658 0.336 -0.164 -0.012
C -3.864291 -0.467634 10.101730 -0.184 0.164 0.085
H -5.930113 -2.173406 7.355815 -0.054 0.071 0.004
C 4.569172 0.204398 -2.750244 0.008 0.216 -0.105
H 2.896252 -0.000923 -4.105403 -0.116 0.021 0.066
H -3.869817 -1.019288 2.738861 0.018 -0.096 -0.081
O -2.986591 -2.813062 3.309222 -0.025 -0.056 -0.110
C 2.573505 1.554916 -1.260295 -0.111 0.015 -0.226
C 3.831364 -2.022404 1.794243 0.039 -0.216 0.103
O 3.512194 4.105587 -8.813245 0.009 -0.048 0.058
H 1.646364 5.686451 -8.235903 0.119 -0.086 -0.025
H -1.485226 -1.406225 3.390937 0.127 0.001 -0.091
H 1.732194 1.482033 -0.572498 -0.027 0.076 -0.049
H -3.045968 -0.152835 -3.217068 0.003 0.062 -0.102
```
Forces are in eV/Å.

LUMO level: -0.3353 eV
SMILES string: CCOCCOCCOCOC(=O)OCCCSC(=S)N1CCOCC1.CCOC(=O)C(F)(F)F.CCOC(=O)C(F)(F)F
Energy: -87506.512 eV
Total charge: 0
Orbital gap: 7.876 eV